(1)
A 10-piece molecular cluster, C83H174N10O9 overall at a distorted geometry, computed with ωB97M-V with the def2-TZVPD basis set.

Atoms and positions in Å:
C  22.8756  18.5019  21.3194
C  22.1644  19.4303  22.3713
C  22.8372  20.7791  22.2067
C  20.6090  19.6866  22.1480
C  19.7535  18.4061  22.5098
C  19.9971  18.0180  23.9055
C  21.4776  17.6794  24.1594
C  21.7107  17.3855  25.6646
C  21.6837  16.3366  23.4076
N  22.2906  18.9265  23.7572
O  23.6684  18.5554  24.0035
H  23.8853  18.2269  21.6735
H  22.3504  17.5572  21.1780
H  23.0069  19.0981  20.4065
H  22.6955  21.2596  21.2838
H  22.4574  21.5571  22.9648
H  23.9467  20.6570  22.3114
H  20.3108  20.5024  22.7584
H  20.3197  20.0372  21.1175
H  18.6455  18.4996  22.3125
H  19.9561  17.6319  21.8173
H  19.3453  17.2187  24.2913
H  19.9070  18.9075  24.5738
H  22.5650  16.6878  25.8273
H  20.8898  16.7285  25.9611
H  21.8098  18.2745  26.3378
H  22.6592  15.9309  23.6857
H  21.6260  16.4664  22.3765
H  20.8225  15.7978  23.7708
H  24.0155  19.4254  24.3081
C  16.4100  9.7558  18.6758
C  17.5997  10.6662  18.3176
C  18.3261  11.2152  19.5343
C  18.6131  9.8671  17.5098
C  18.1404  9.7330  16.0206
C  17.9790  11.0974  15.4349
C  16.8874  11.8664  16.1476
C  16.8390  13.3097  15.5339
C  15.5092  11.2960  15.9019
N  17.2739  11.9355  17.5585
O  16.2186  12.5749  18.3109
H  16.2975  9.0830  17.8521
H  16.6943  9.2323  19.5604
H  15.4626  10.2605  18.8983
H  17.6298  11.5780  20.3628
H  18.9494  10.4704  19.9541
H  19.0215  12.0254  19.2959
H  19.6195  10.3781  17.4600
H  18.7096  8.8278  17.9405
H  18.8436  9.1680  15.4379
H  17.1789  9.2618  15.9123
H  17.7170  11.0293  14.3202
H  18.8332  11.6886  15.4369
H  16.7092  13.2074  14.4384
H  17.7822  13.7794  15.6535
H  16.0940  13.9245  16.0422
H  14.8115  11.8128  16.5479
H  15.4611  10.1997  16.0538
H  15.3277  11.4240  14.8521
H  16.5509  13.5018  18.3291
C  12.0820  18.0781  23.7063
C  12.4840  17.1680  22.5934
C  11.1914  16.9564  21.7106
C  13.6248  17.6838  21.7321
C  15.0482  17.6026  22.3495
C  15.3767  16.2155  22.8905
C  14.2357  15.6054  23.7911
C  14.5347  14.1087  23.8351
C  14.2475  16.1609  25.2030
N  12.9126  15.7888  23.0137
O  11.9374  15.1567  23.8312
H  12.9091  18.3611  24.3905
H  11.9397  19.0489  23.2263
H  11.1369  17.8845  24.2012
H  10.7740  17.9020  21.3521
H  11.3568  16.2778  20.8474
H  10.4939  16.4244  22.2802
H  13.5058  17.2563  20.7531
H  13.4607  18.7657  21.5877
H  15.7758  17.9247  21.6381
H  15.0005  18.3753  23.1390
H  16.2997  16.1472  23.4957
H  15.5634  15.5374  22.0042
H  13.8922  13.5400  24.5404
H  15.5550  13.9094  24.0828
H  14.5484  13.7428  22.8262
H  14.2546  17.2512  25.1811
H  15.1382  15.8904  25.7250
H  13.4747  15.8165  25.8561
H  11.9638  15.5754  24.7281
C  24.2792  15.1449  17.5791
C  22.7676  15.4301  17.6916
C  22.3279  14.8757  19.0860
C  22.5077  16.9450  17.5422
C  22.7825  17.4934  16.1468
C  21.8861  16.7150  15.1515
C  22.0258  15.1971  15.2462
C  20.8828  14.5805  14.4098
C  23.3612  14.9095  14.5261
N  21.9111  14.7990  16.6583
O  22.2793  13.3922  16.6273
H  24.4041  14.1013  17.5917
H  24.7645  15.4547  16.6554
H  24.6946  15.6477  18.4816
H  22.3004  13.7745  19.2363
H  22.9692  15.2702  19.9148
H  21.2530  15.2286  19.1433
H  21.4190  17.0147  17.6621
H  23.0533  17.4672  18.3414
H  22.5532  18.5351  16.1941
H  23.8267  17.3754  15.8840
H  22.1481  17.1303  14.1290
H  20.8719  17.0946  15.2811
H  19.8804  14.8121  14.8722
H  21.0233  13.5263  14.4096
H  20.9329  14.8973  13.3792
H  23.8726  14.2246  15.1915
H  24.0538  15.7596  14.3129
H  23.2356  14.4302  13.5561
H  21.5925  12.9107  17.0537
C  16.1653  20.8311  11.0659
C  17.5401  20.0937  11.2872
C  18.7660  21.0242  10.9955
C  17.4601  19.6281  12.7733
C  18.6435  18.7299  13.1961
C  18.6180  17.5022  12.2763
C  18.5541  17.8281  10.7754
C  19.9709  18.2758  10.3005
C  18.1668  16.6048  10.0704
N  17.4983  18.8798  10.4488
O  17.7176  19.3329  9.1283
H  16.1899  21.4106  10.1291
H  15.3633  20.0705  11.0250
H  15.9103  21.4767  11.9756
H  18.7075  22.0126  11.4192
H  19.6989  20.6239  11.4713
H  18.8293  21.1658  9.9149
H  17.3812  20.5164  13.3564
H  16.5049  19.0562  12.8782
H  19.6188  19.1689  13.1926
H  18.3293  18.3845  14.2023
H  17.7110  16.9207  12.4819
H  19.4816  16.8406  12.3926
H  20.4661  17.4990  9.7020
H  20.6380  18.5440  11.1001
H  19.8475  19.1104  9.6239
H  17.3020  16.2024  10.5628
H  18.9878  15.8307  10.0681
H  17.9266  16.8531  9.0380
H  16.8327  19.4878  8.8051
C  17.2434  24.0965  24.0410
C  17.2801  23.1670  22.8301
C  18.5004  23.4746  21.9882
C  17.2978  21.7245  23.2299
C  16.8389  20.7200  22.1750
C  15.4914  21.1492  21.5903
C  15.5651  22.5860  21.0694
C  16.4702  22.7143  19.7775
C  14.1542  23.0055  20.6267
N  16.0251  23.4692  22.0982
O  16.0024  24.7351  21.5030
H  16.2921  24.1384  24.5385
H  17.9440  23.6985  24.8066
H  17.5856  25.0796  23.8074
H  18.3108  24.2202  21.2298
H  19.3259  23.8427  22.6404
H  18.9751  22.6077  21.5048
H  18.3256  21.5006  23.5509
H  16.6918  21.5580  24.1367
H  17.5475  20.6353  21.3208
H  16.7161  19.7369  22.6024
H  14.6484  21.1149  22.3032
H  15.2244  20.4738  20.7167
H  17.6030  22.4119  19.9009
H  16.5035  23.7411  19.4463
H  16.0877  22.1160  18.9352
H  13.9765  23.9728  20.2018
H  13.5186  22.9888  21.5308
H  13.7258  22.2332  19.9693
H  15.9695  25.3793  22.2094
C  18.7088  26.3978  16.4049
C  17.9802  25.2734  17.2016
C  17.1371  26.0318  18.2557
C  16.9844  24.5187  16.3027
C  17.7869  23.5647  15.4055
C  18.5274  22.5870  16.2949
C  19.5696  23.3256  17.2005
C  20.0279  22.2253  18.1221
C  20.8352  23.8926  16.3329
N  18.9270  24.3834  17.9279
O  19.8060  25.0816  18.7741
H  19.1524  26.0670  15.4437
H  17.9816  27.1489  16.1021
H  19.5071  26.7863  17.0367
H  16.0958  26.2236  17.8607
H  16.7946  25.4201  19.1250
H  17.6613  26.9376  18.6514
H  16.2543  23.8489  16.8645
H  16.5058  25.3154  15.7445
H  17.1833  23.0421  14.6660
H  18.5327  24.1072  14.8650
H  19.0771  21.8498  15.7349
H  17.8397  21.9990  16.9924
H  19.1861  21.7314  18.5837
H  20.7067  22.5834  18.8901
H  20.5936  21.4984  17.5295
H  21.4386  23.0781  16.0097
H  21.3348  24.5235  17.0315
H  20.4331  24.4688  15.4840
H  19.2532  25.3028  19.5281
C  14.6507  16.2288  12.2582
C  13.5197  15.9945  13.2474
C  13.8555  14.9945  14.3460
C  13.1938  17.3393  13.9277
C  12.2237  18.2518  13.1347
C  11.0041  17.4903  12.5500
C  11.3958  16.2699  11.6740
C  10.1316  15.4795  11.4343
C  12.0644  16.5760  10.3250
N  12.2200  15.4099  12.6552
O  12.6772  14.2382  11.9298
H  14.5572  17.1515  11.7006
H  15.6684  16.3033  12.8097
H  14.7031  15.4217  11.5817
H  14.2000  14.0348  14.0345
H  14.6053  15.2865  15.0595
H  13.0158  14.7068  14.8502
H  12.8125  17.0694  14.9364
H  14.2130  17.7795  14.1933
H  11.9579  19.0298  13.8021
H  12.7585  18.6773  12.2903
H  10.4673  18.1930  11.8722
H  10.3414  17.0458  13.3100
H  10.3272  14.5416  10.8668
H  9.5170  16.1310  10.7951
H  9.6332  15.2866  12.3944
H  12.8056  17.3891  10.4435
H  11.2403  17.1020  9.8991
H  12.3461  15.6431  9.7853
H  12.3079  13.5195  12.4558
C  18.6765  15.5196  17.9438
C  17.9369  16.3167  19.0390
C  17.7953  15.5307  20.3890
C  18.9448  17.5091  19.2628
C  18.8765  18.5713  18.2359
C  17.4254  19.0239  17.9691
C  16.4980  17.8950  17.6038
C  15.0081  18.2895  17.5580
C  16.8536  17.2486  16.2453
N  16.6522  16.8661  18.6176
O  15.8831  15.7736  18.2114
H  19.2439  16.2394  17.3802
H  19.4415  14.8459  18.3262
H  18.0486  14.9454  17.2983
H  17.1072  14.6881  20.3742
H  18.7744  15.0048  20.6039
H  17.6260  16.2117  21.2496
H  18.6961  17.8909  20.2370
H  19.9605  17.1183  19.3679
H  19.5282  19.3316  18.6040
H  19.4697  18.1868  17.3802
H  17.3351  19.8255  17.2473
H  17.0829  19.4512  18.9156
H  14.7942  19.2369  17.0191
H  14.7747  18.5279  18.6083
H  14.3615  17.4783  17.3513
H  17.9603  17.0907  16.1266
H  16.6426  17.9870  15.4827
H  16.1811  16.4165  16.0315
H  15.0690  15.7386  18.7035
C  12.8111  13.2963  20.2187
C  12.9846  14.5473  19.5324
N  13.0181  15.4803  18.8789
H  11.9589  12.7450  19.6598
H  12.4258  13.4466  21.2549
H  13.6995  12.6891  20.1589

Atoms 1-2, force components in eV/Å:
C -0.2 0.4 0.5
C -0.9 -0.5 -1.2

* electronic energy: -122208.09395 eV
* 2S+1: 1
* SMILES string: CC1(C)CCCC(C)(C)N1O.CC1(C)CCCC(C)(C)N1O.CC1(C)CCCC(C)(C)N1O.CC1(C)CCCC(C)(C)N1O.CC1(C)CCCC(C)(C)N1O.CC1(C)CCCC(C)(C)N1O.CC1(C)CCCC(C)(C)N1O.CC1(C)CCCC(C)(C)N1O.CC1(C)CCCC(C)(C)N1O.CC#N

Mulliken atomic charge list, values in e, 99 entries:
1. C -0.987
2. C 2.020
3. C -2.079
4. C -1.110
5. C 2.203
6. C -2.124
7. C 1.733
8. C -1.751
9. C -1.358
10. N 0.049
11. O -0.515
12. H 0.451
13. H -0.330
14. H 0.482
15. H 0.227
16. H 0.345
17. H 0.541
18. H 0.432
19. H -0.202
20. H -0.876
21. H 0.100
22. H 0.487
23. H 0.259
24. H 0.336
25. H 0.414
26. H 0.347
27. H 0.427
28. H 0.000
29. H 0.371
30. H 0.398
31. C -1.773
32. C 1.640
33. C -1.611
34. C -0.865
35. C -0.994
36. C -1.172
37. C 2.203
38. C -1.114
39. C -1.700
40. N 0.529
41. O -0.121
42. H 0.436
43. H 0.568
44. H 0.038
45. H 0.161
46. H 0.595
47. H 0.070
48. H 0.167
49. H 0.439
50. H 0.448
51. H 0.355
52. H 0.409
53. H 0.367
54. H 1.019
55. H -0.898
56. H -0.153
57. H 0.066
58. H 0.322
59. H 0.584
60. H -0.134
61. C -1.771
62. C 1.930
63. C -1.790
64. C -1.738
65. C 1.176
66. C -0.542
67. C 1.622
68. C -2.114
69. C -1.801
70. N 0.722
71. O -0.574
72. H 0.241
73. H 0.475
74. H 0.397
75. H 0.352
76. H 0.161
77. H 0.564
78. H -0.256
79. H 0.260
80. H 0.012
81. H 0.162
82. H 0.395
83. H -0.602
84. H 0.344
85. H 0.442
86. H 0.351
87. H 0.350
88. H 0.499
89. H 0.421
90. H 0.335
91. C -2.217
92. C 1.307
93. C -1.204
94. C -0.237
95. C -1.293
96. C -0.563
97. C 2.030
98. C -1.869
99. C -1.845


(2)
An isolated ion of composition C10H7Cl2N2O2 and charge -1 at a distorted geometry, computed with ωB97M-V with the def2-TZVPD basis set.

Atoms and positions in Å:
C  3.3097  -0.1516  2.1523
C  2.4037  0.0312  0.9804
C  0.9929  -0.1045  0.8972
N  0.6727  0.1786  -0.4431
C  -0.6036  0.2577  -1.2726
C  -1.5665  1.3157  -0.7181
O  -1.0417  2.4084  -0.5111
C  -2.9166  0.9411  -0.2307
Cl  -3.7926  2.2209  0.5103
C  -3.4080  -0.3299  -0.2532
C  -2.6101  -1.4312  -0.8479
O  -3.1487  -2.5569  -0.9447
C  -1.2623  -1.0511  -1.3511
Cl  -0.2163  -2.3291  -1.6356
C  1.8354  0.4411  -1.0452
N  2.8937  0.3771  -0.2252
H  2.7948  -0.4219  3.0876
H  4.0783  -0.9494  2.0156
H  3.9164  0.7474  2.4136
H  0.4021  -0.3718  1.7517
H  -0.2993  0.5600  -2.3489
H  -4.4272  -0.4923  0.1114
H  1.9931  0.7105  -2.0927

Atoms 1-2, force components in eV/Å:
C 1.0 -0.2 1.0
C -2.2 -0.2 -0.1

* electronic energy: -42603.64159 eV
* total charge: -1
* 2S+1: 1
* SMILES string: Cc1cn([C@@H]2C(=O)C(Cl)=CC([O-])=C2Cl)cn1
* ΔE to the lowest compared entry with this formula, charge and spin: 0.000 eV

The net atomic charges from Mulliken, expressed in e, are:
1. C -1.086
2. C 0.619
3. C -0.534
4. N 0.398
5. C 0.273
6. C 0.084
7. O -0.637
8. C 0.211
9. Cl -0.218
10. C -0.350
11. C 0.059
12. O -0.778
13. C -0.101
14. Cl -0.257
15. C -0.058
16. N -0.774
17. H 0.306
18. H 0.238
19. H 0.239
20. H 0.352
21. H 0.213
22. H 0.428
23. H 0.372


(3)
CH3F3P as an isolated structure at a distorted geometry, computed with ωB97M-V with the def2-TZVPD basis set.

Atoms and positions in Å:
C  0.7301  -0.5379  -0.3302
F  -0.7107  0.4663  1.8633
F  -1.8862  -0.3870  -0.1460
F  -0.8112  2.3563  -0.2460
P  -0.6164  0.3695  0.3401
H  1.5794  -0.7633  0.3803
H  1.3321  -0.1009  -1.0521
H  0.3830  -1.4031  -0.8095

Atoms 1-2, force components in eV/Å:
C 1.7 0.2 2.3
F 0.2 0.0 -1.6

* electronic energy: -18518.45478 eV
* total charge: +1
* 2S+1: 1
* ΔE to the lowest compared entry with this formula, charge and spin: 2.822 eV

The net atomic charges from Mulliken, expressed in e, are:
1. C -0.828
2. F -0.091
3. F -0.112
4. F -0.311
5. P 1.194
6. H 0.378
7. H 0.394
8. H 0.376


| no. | E_HOMO (eV) |
| --- | --- |
| 1 | -8.02 |
| 2 | -3.38 |
| 3 | -19.44 |